No. 1
Here is the molecule C5H4FNS at a distorted geometry from OMol25. Energies are from ωB97M-V/def2-TZVPD.

The geometry in ORCA input format:
```
! wB97M-V def2-TZVPD RIJCOSX def2/J DEFGRID3
* xyz 0 1
C -1.25 0.69 0.07
C -0.09 0.10 0.08
C 0.15 -1.36 -0.01
C 2.12 -0.42 -0.03
C 1.24 0.59 -0.08
H -3.47 1.01 0.21
H -1.35 1.75 -0.06
H -0.64 -2.10 -0.03
H 3.25 -0.35 -0.01
N 1.40 -1.71 -0.02
F 1.47 1.91 -0.05
S -2.84 -0.10 -0.07
*
```

relative energy (zero: lowest compared OMol25 entry of this formula, charge and spin)	44.6	kcal/mol
LUMO energy	-0.6	eV
energy	-745.6650	a.u.

Here are the Mulliken charges for atoms 1 to 6, given in e: number 1, C, carries -0.004; number 2, C, carries 0.274; number 3, C, carries -0.382; number 4, C, carries -0.296; number 5, C, carries 0.214; number 6, H, carries 0.133

=====

No. 2
Here is a cluster of 14 separate species, C35H72Cl26NO2 in total at a distorted geometry from OMol25. Energies are from ωB97M-V/def2-TZVPD.

The geometry in ORCA input format:
```
! wB97M-V def2-TZVPD RIJCOSX def2/J DEFGRID3
* xyz -1 1
C 4.51 -1.74 0.48
C 4.63 -1.09 -0.91
O 3.91 -1.76 -1.91
C 2.41 -1.59 -1.84
N 1.68 -2.75 -1.85
C 1.32 -3.19 -0.54
C -0.09 -3.82 -0.52
C -1.09 -3.13 -1.46
C -1.04 -1.59 -1.52
C -2.31 -0.85 -1.08
O -2.32 -0.30 0.24
C -1.74 -1.15 1.22
H 3.74 -1.26 1.10
H 5.46 -1.64 1.02
H 4.28 -2.80 0.38
H 5.69 -1.12 -1.20
H 4.35 -0.03 -0.84
H 2.16 -1.00 -2.74
H 2.19 -0.97 -0.94
H 1.35 -2.38 0.22
H 2.00 -3.98 -0.13
H 0.00 -4.86 -0.85
H -0.47 -3.87 0.51
H -0.89 -3.52 -2.46
H -2.11 -3.46 -1.20
H -0.17 -1.20 -1.01
H -0.91 -1.32 -2.57
H -2.45 0.01 -1.74
H -3.20 -1.50 -1.20
H -2.07 -0.79 2.20
H -2.05 -2.19 1.10
H -0.64 -1.09 1.20
Cl -0.22 2.15 -1.79
C 1.25 3.12 -1.53
C 2.46 2.28 -1.18
Cl 2.27 1.52 0.41
H 1.03 3.84 -0.74
H 1.45 3.67 -2.46
H 3.34 2.92 -1.14
H 2.62 1.49 -1.90
Cl 8.22 0.36 -0.34
C 8.34 1.95 -1.12
C 7.01 2.64 -1.26
Cl 5.99 1.80 -2.46
H 8.79 1.80 -2.10
H 9.01 2.56 -0.52
H 7.18 3.65 -1.63
H 6.45 2.69 -0.33
Cl 8.05 -5.05 -0.60
C 6.72 -4.55 -1.69
C 5.49 -5.38 -1.53
Cl 5.73 -7.06 -2.10
H 7.11 -4.59 -2.70
H 6.49 -3.51 -1.45
H 4.68 -4.96 -2.12
H 5.17 -5.43 -0.49
Cl -7.13 2.32 2.38
C -5.43 2.01 1.92
C -4.92 0.71 2.47
Cl -4.79 0.74 4.26
H -4.84 2.85 2.27
H -5.39 1.97 0.83
H -3.93 0.52 2.06
H -5.58 -0.12 2.21
Cl -4.36 5.99 4.02
C -5.49 4.78 4.68
C -6.16 5.25 5.94
Cl -5.02 5.39 7.31
H -4.93 3.86 4.85
H -6.24 4.59 3.92
H -6.92 4.53 6.24
H -6.62 6.23 5.80
Cl 11.89 -5.54 -2.08
C 11.81 -7.14 -2.86
C 10.78 -7.19 -3.95
Cl 9.12 -7.08 -3.31
H 11.60 -7.87 -2.08
H 12.80 -7.33 -3.28
H 10.85 -8.13 -4.48
H 10.92 -6.37 -4.66
Cl 11.82 1.81 -2.58
C 11.78 0.19 -3.33
C 10.95 0.16 -4.58
Cl 9.22 0.38 -4.23
H 11.39 -0.51 -2.58
H 12.81 -0.07 -3.56
H 11.06 -0.80 -5.07
H 11.26 0.94 -5.28
Cl -2.54 4.30 0.69
C -2.97 4.66 -1.00
C -4.27 4.03 -1.42
Cl -4.18 2.26 -1.43
H -2.14 4.31 -1.61
H -3.05 5.74 -1.10
H -4.51 4.36 -2.44
H -5.09 4.31 -0.76
Cl -10.54 -0.56 0.17
C -9.99 1.07 0.63
C -9.62 1.92 -0.56
Cl -8.15 1.33 -1.38
H -9.14 0.95 1.30
H -10.80 1.55 1.18
H -9.41 2.93 -0.22
H -10.43 1.95 -1.29
Cl 4.86 -1.72 -7.19
C 4.38 -1.31 -5.52
C 5.53 -0.82 -4.69
Cl 6.71 -2.11 -4.35
H 3.92 -2.20 -5.07
H 3.62 -0.53 -5.59
H 5.16 -0.48 -3.73
H 6.07 -0.01 -5.19
Cl -11.42 3.79 2.48
C -12.81 2.79 2.98
C -13.60 3.43 4.09
Cl -12.69 3.50 5.62
H -12.42 1.82 3.29
H -13.44 2.66 2.11
H -14.50 2.85 4.28
H -13.89 4.45 3.83
Cl -9.44 -1.44 5.82
C -8.41 -2.62 4.96
C -7.43 -1.95 4.03
Cl -8.25 -1.17 2.65
H -9.07 -3.29 4.42
H -7.87 -3.18 5.71
H -6.75 -2.69 3.62
H -6.86 -1.18 4.54
Cl -1.23 0.88 4.76
C -0.97 2.62 5.02
C -1.02 3.39 3.73
Cl 0.34 3.01 2.65
H -0.02 2.75 5.54
H -1.77 2.97 5.67
H -0.99 4.46 3.93
H -1.93 3.16 3.19
*
```

relative energy (zero: lowest compared OMol25 entry of this formula, charge and spin)	0.0	kcal/mol
LUMO energy	1.5	eV
energy	-13547.0434	a.u.

Here are the Mulliken charges for atoms 1 to 6, given in e: number 1, C, carries -1.318; number 2, C, carries 0.615; number 3, O, carries 0.004; number 4, C, carries -0.364; number 5, N, carries -0.524; number 6, C, carries 0.084

=====

No. 3
Here is the ion C5H2ClN2O4 with charge -1 at a distorted geometry from OMol25. Energies are from ωB97M-V/def2-TZVPD.

The geometry in ORCA input format:
```
! wB97M-V def2-TZVPD RIJCOSX def2/J DEFGRID3
* xyz -1 1
C -0.34 0.42 -1.06
C -0.01 -0.84 -1.31
C -0.19 0.95 0.22
C 0.19 0.11 1.32
C 0.19 -1.44 0.87
N 0.12 -1.85 -0.36
N -0.21 2.33 0.30
O 0.39 0.36 2.47
O 0.16 -3.03 -0.77
O -0.38 2.96 -0.75
O -0.04 2.87 1.40
Cl 0.64 -2.54 2.06
H -0.51 0.97 -2.02
H 0.00 -1.27 -2.37
*
```

LUMO energy (spin up / spin down)	3.4 / 3.4	eV
energy	-1062.3009	a.u.

Here are the Mulliken charges for atoms 1 to 6, given in e: number 1, C, carries -0.336; number 2, C, carries -0.400; number 3, C, carries -0.024; number 4, C, carries 0.405; number 5, C, carries 0.091; number 6, N, carries 0.641

=====

No. 4
Here is the molecule C2H5Cl2P at a distorted geometry from OMol25. Energies are from ωB97M-V/def2-TZVPD.

The geometry in ORCA input format:
```
! wB97M-V def2-TZVPD RIJCOSX def2/J DEFGRID3
* xyz 0 1
C -1.17 -0.85 -0.35
C -0.70 0.60 -0.17
P 0.93 0.69 0.42
Cl 0.01 -2.11 0.10
Cl 3.09 0.35 -0.18
H -2.11 -1.14 0.19
H -1.53 -1.16 -1.41
H -0.78 1.27 -1.09
H 1.06 0.25 1.84
H 1.20 2.10 0.64
*
```

relative energy (zero: lowest compared OMol25 entry of this formula, charge and spin)	48.1	kcal/mol
LUMO energy	-0.5	eV
energy	-1340.8607	a.u.

Here are the Mulliken charges for atoms 1 to 6, given in e: number 1, C, carries -0.264; number 2, C, carries -0.391; number 3, P, carries 0.115; number 4, Cl, carries -0.211; number 5, Cl, carries -0.330; number 6, H, carries 0.279